Entry 1:
Below is the ion C5H11N2 with charge +1 in a non-equilibrium geometry, with properties calculated with the ωB97M-V functional and the def2-TZVPD basis.

## Properties
- SMILES: C/C=[NH+]\[C@H]1CN1C
- Orbital gap: 0.3261 Ha
- Electronic energy: -306.2714 hartree
- Energy above the lowest of the compared OMol25 structures with the same formula, charge and spin: 294.1 kJ/mol
- Largest force on an atom: 2.94 eV/Å

The geometry in ORCA input format:
```
! wB97M-V def2-TZVPD RIJCOSX def2/J DEFGRID3
* xyz 1 1
C 0.07610 1.63958 -0.17483
C 0.04355 1.34417 -2.52639
C -0.25050 0.16652 -0.26844
C -0.98068 -1.53860 2.04464
C 0.30789 -1.57221 1.37962
N 0.50272 0.83830 -1.27748
N 0.59699 -0.70483 0.47246
H -0.81222 2.12969 -0.63003
H 0.71453 2.13030 0.59444
H 0.99565 1.81924 -2.89910
H -0.14060 0.52422 -3.23198
H -1.30848 -0.17960 -0.43856
H -1.75632 -1.47868 1.28702
H -1.33085 -2.39007 2.59148
H -1.11216 -0.74788 2.77700
H 1.10759 -2.26359 1.91019
H -0.83023 2.15485 -2.44331
H 1.45209 -0.88679 0.03490
*
```

These are the natural (NBO) partial charges, in e, on atoms 1 to 5: number 1, C, carries -0.2298; number 2, C, carries -0.4313; number 3, C, carries 0.0247; number 4, C, carries -0.7483; number 5, C, carries 0.3091



Entry 2:
Below is the ion C5H11N2 with charge +2 in a non-equilibrium geometry, with properties calculated with the ωB97M-V functional and the def2-TZVPD basis.

## Properties
- Orbital gap (alpha / beta): 0.4144 / 0.2790 Ha
- <S²>: 0.7679
- Electronic energy: -305.7977 hartree
- Energy above the lowest of the compared OMol25 structures with the same formula, charge and spin: 209.0 kJ/mol
- Largest force on an atom: 5.72 eV/Å

The geometry in ORCA input format:
```
! wB97M-V def2-TZVPD RIJCOSX def2/J DEFGRID3
* xyz 2 2
C 0.17698 0.05790 1.53379
C -0.94377 0.19328 0.64802
C -0.45827 -0.39082 -0.65544
C -0.65799 -1.69397 -0.75890
C 0.32241 -0.07282 -2.87748
N 0.41286 0.21540 -1.65384
N 0.84295 1.45037 1.75351
H 0.22010 -0.57409 2.44920
H 1.00016 -0.47879 1.03505
H -1.13464 1.29848 0.54072
H -1.98072 -0.46231 0.89837
H -1.01739 -2.40156 -0.04607
H -0.15520 -2.27749 -1.57577
H -0.56059 -0.51604 -3.31078
H 1.18152 0.23343 -3.54870
H -0.00898 2.06154 2.26703
H 1.64495 1.53964 2.46249
H 1.11562 1.81784 0.83880
*
```

These are the natural (NBO) partial charges, in e, on atoms 1 to 5: number 1, C, carries -0.2420; number 2, C, carries -0.5102; number 3, C, carries 0.2140; number 4, C, carries -0.1261; number 5, C, carries 0.1050



Entry 3:
Below is a structure of composition C5H11N2O in a non-equilibrium geometry, with properties calculated with the ωB97M-V functional and the def2-TZVPD basis.

## Properties
- Orbital gap: 0.1894 Ha
- Electronic energy: -381.6037 hartree
- Energy above the lowest of the compared OMol25 structures with the same formula, charge and spin: 634.1 kJ/mol
- Largest force on an atom: 5.28 eV/Å

The geometry in ORCA input format:
```
! wB97M-V def2-TZVPD RIJCOSX def2/J DEFGRID3
* xyz -1 1
C 2.33952 0.03247 0.73683
O 3.48352 -0.22888 0.10175
C 1.15570 0.25672 -0.20562
C -0.14669 0.74337 0.53176
C -1.41564 1.01128 -0.17059
C -2.61677 0.25380 0.23363
N -3.54348 -0.85835 -0.24645
N 0.73846 -0.97128 -0.84637
H 2.37908 0.91450 1.43113
H 1.94465 -0.78048 1.42641
H 1.27974 1.16030 -0.84796
H 0.11396 1.40218 1.36742
H -0.27393 -0.20717 1.09519
H -1.65043 1.38510 -1.15398
H -2.95490 0.38497 1.24985
H -3.19444 0.22808 -0.78824
H -3.09625 -1.30734 -1.05024
H -0.16397 -0.75887 -1.23681
H 1.52091 -1.34170 -1.36405
*
```

These are the natural (NBO) partial charges, in e, on atoms 1 to 5: number 1, C, carries -0.0106; number 2, O, carries -0.9364; number 3, C, carries -0.0258; number 4, C, carries -0.5023; number 5, C, carries -0.2849



Entry 4:
Below is the ion C5H11N2O with charge -2 in a non-equilibrium geometry, with properties calculated with the ωB97M-V functional and the def2-TZVPD basis.

## Properties
- Orbital gap (alpha / beta): 0.1143 / 0.2364 Ha
- <S²>: 0.7506
- Electronic energy: -381.6667 hartree
- Energy above the lowest of the compared OMol25 structures with the same formula, charge and spin: 48.7 kJ/mol
- Largest force on an atom: 2.16 eV/Å

The geometry in ORCA input format:
```
! wB97M-V def2-TZVPD RIJCOSX def2/J DEFGRID3
* xyz -2 2
C -0.59398 1.48622 1.85050
O -1.45050 2.05280 2.71289
C -1.04475 0.05521 1.31511
C -1.26065 -0.06310 -0.22359
C 0.12277 -0.27922 -0.85683
C 0.88747 -1.35424 -0.66265
N 2.01671 -1.79421 -1.41510
N 0.44319 0.72276 -1.76664
H 0.46346 1.40145 2.21904
H -0.40956 2.11651 0.91191
H -1.97543 0.02066 1.91997
H -0.41053 -0.72026 1.73748
H -1.70583 0.82413 -0.68569
H -1.96259 -0.88544 -0.42315
H 0.53621 -2.05445 0.07137
H 2.43372 -2.64649 -1.03151
H 2.77661 -1.10758 -1.36867
H 0.04122 1.63742 -1.77979
H 1.09248 0.58783 -2.52463
*
```

These are the natural (NBO) partial charges, in e, on atoms 1 to 5: number 1, C, carries 0.0059; number 2, O, carries -0.9802; number 3, C, carries -0.4589; number 4, C, carries -0.4215; number 5, C, carries 0.0817